Density functional theory data (ωB97M-V/def2-TZVPD) for a structure of composition C26H31BrF6InN8Sb.

Kohn-Sham gap (alpha / beta) in eV: 8.633 / 6.476
Total charge: +3
LUMO energy (alpha / beta) in eV: -8.06 / -10.40
Maximum force in Eh/bohr: 0.060
Multiplicity: 2
<S²>: 0.780
Calculated total energy in Ha: -5050.27297

Each line ends with the Mulliken spin population.
Atoms and positions in Å:
In (7.663, 8.700, 9.378)  0.00
C (6.338, 9.421, 12.054)  0.00
C (7.832, 9.248, 12.364)  0.00
N (8.427, 8.166, 11.466)  0.00
C (8.071, 6.811, 11.878)  0.00
C (6.764, 6.318, 11.259)  0.00
C (6.011, 5.296, 11.790)  0.00
C (4.818, 4.954, 11.163)  0.00
C (4.522, 5.528, 9.911)  0.00
C (5.352, 6.583, 9.434)  0.00
C (5.092, 7.273, 8.123)  0.00
N (5.716, 8.602, 8.047)  0.00
C (4.806, 9.649, 8.602)  0.00
C (4.798, 9.635, 10.135)  0.00
N (6.187, 9.789, 10.666)  0.00
N (6.421, 6.886, 10.113)  0.00
H (5.930, 10.161, 12.757)  0.00
H (5.825, 8.481, 12.259)  0.00
H (7.968, 9.049, 13.454)  0.00
H (8.398, 10.104, 12.003)  0.00
H (9.444, 8.282, 11.509)  0.00
H (7.906, 6.812, 12.924)  0.00
H (8.876, 6.139, 11.624)  0.00
H (6.180, 4.898, 12.743)  0.00
H (4.119, 4.257, 11.566)  0.00
H (3.562, 5.324, 9.475)  0.00
H (4.021, 7.502, 8.015)  0.00
H (5.372, 6.573, 7.309)  0.00
H (5.899, 8.756, 7.080)  0.00
H (3.831, 9.534, 8.207)  0.00
H (5.173, 10.619, 8.302)  0.00
H (4.455, 8.647, 10.451)  0.00
H (4.193, 10.507, 10.428)  0.00
H (6.416, 10.802, 10.608)  0.00
N (13.548, 10.651, 8.676)  0.34
C (13.806, 9.310, 9.183)  -0.03
C (15.141, 8.851, 9.275)  0.03
C (15.303, 7.547, 9.763)  0.00
C (14.220, 6.924, 10.326)  0.01
C (12.943, 7.421, 10.076)  -0.01
N (12.737, 8.573, 9.528)  0.01
C (13.110, 11.654, 9.423)  0.11
C (13.120, 12.895, 8.764)  0.19
C (12.617, 13.990, 9.468)  -0.05
C (12.360, 13.750, 10.808)  0.24
C (12.403, 12.486, 11.393)  0.09
N (12.768, 11.447, 10.699)  0.08
H (13.944, 10.879, 7.780)  -0.02
H (15.970, 9.402, 8.974)  0.00
H (16.272, 7.080, 9.796)  0.00
H (14.321, 5.940, 10.829)  0.00
H (12.065, 6.869, 10.393)  0.00
H (13.531, 12.944, 7.789)  0.00
H (12.496, 14.995, 9.103)  0.00
H (12.063, 14.580, 11.440)  0.00
H (12.079, 12.313, 12.415)  0.00
F (8.809, 10.501, 9.838)  0.00
Sb (8.704, 11.976, 8.526)  0.00
F (8.609, 13.214, 7.118)  0.00
F (7.821, 10.668, 7.375)  0.00
F (7.034, 12.269, 9.329)  0.00
F (10.400, 11.372, 8.056)  -0.01
F (9.428, 13.111, 9.791)  0.00
Br (11.697, 4.566, 8.618)  0.00
C (10.776, 6.074, 7.897)  0.00
C (11.118, 6.537, 6.631)  0.00
C (10.524, 7.696, 6.182)  0.00
C (9.623, 8.366, 6.975)  0.00
N (9.278, 7.904, 8.197)  0.00
C (9.872, 6.762, 8.639)  0.00
H (11.855, 5.998, 5.995)  0.00
H (10.832, 8.190, 5.251)  0.00
H (9.310, 9.380, 6.621)  0.00
H (9.513, 6.482, 9.610)  0.00